126
Properties=species:S:1:pos:R:3:forces:R:3 method="wB97M-V/def2-TZVPD" total_charge=+1 lumo_energy_ha=-0.123
C -2.48422 3.65914 3.03794 0.463 0.131 -0.370
C -3.18283 4.12451 1.76162 -0.100 0.252 0.276
O -3.98976 3.10967 1.14601 0.047 0.159 0.020
C -3.41574 2.35618 0.09300 -0.016 -0.167 -0.182
C -2.81682 3.23438 -1.01821 0.087 0.139 0.107
C -1.31519 3.60593 -0.92555 -0.127 0.076 -0.243
C -0.43792 3.07574 -2.08498 0.104 0.059 0.213
C 0.83698 2.32581 -1.66654 -0.018 0.085 -0.105
C 2.00419 2.61303 -2.60128 0.121 -0.050 -0.106
C 3.33568 1.93889 -2.22230 -0.190 0.119 0.067
C 3.23867 0.58595 -1.52003 0.393 -0.238 -0.190
C 2.77832 -0.55062 -2.46113 -0.119 0.254 0.134
C 1.62066 -1.40060 -1.93574 0.038 -0.150 -0.185
C 2.11206 -2.47943 -0.98948 -0.344 0.049 0.264
C 1.01382 -3.40699 -0.46022 -0.020 0.214 -0.057
C 1.54295 -4.81395 -0.18460 -0.242 -0.210 0.011
N 1.02227 -5.42311 1.02225 -0.196 0.033 0.319
C 1.14921 -4.90375 2.28487 -0.226 -0.420 0.223
C 0.55474 -5.78047 3.17915 0.261 0.514 -0.446
C 0.04597 -6.86053 2.42453 0.194 0.177 -0.496
C 0.35501 -6.61118 1.09716 -0.249 -0.250 0.708
C -2.46782 1.30620 0.68664 0.603 -0.191 -0.564
N -1.86742 0.51370 -0.38294 -0.080 0.099 0.123
C -3.39934 0.40492 1.44551 -0.294 -0.332 0.028
I -2.47546 -1.32013 2.25635 0.043 -0.097 0.010
N -4.53713 0.15941 0.42605 -0.277 0.200 0.443
C -4.54136 -1.14093 -0.32201 0.261 -0.391 -0.311
C -5.40268 -2.18012 0.40399 0.016 0.107 0.157
O -5.02932 -3.47968 0.05776 -0.118 -0.001 -0.258
C -4.65199 1.48989 -0.31544 0.180 0.025 0.163
S -5.44167 1.53355 -1.95023 -0.171 -0.162 -0.110
O -6.58393 0.67944 -1.82499 0.067 -0.023 0.106
O -5.53743 2.92638 -2.22837 -0.110 -0.043 0.026
C -4.37051 0.80815 -3.32832 -0.285 0.240 -0.275
F -4.05278 1.83003 -4.12005 0.073 -0.007 0.018
F -3.26551 0.28429 -2.80541 0.333 -0.155 0.156
C -5.08979 -0.27226 -4.19274 -0.090 -0.075 0.127
F -5.17524 -1.41701 -3.50342 0.015 0.206 -0.159
F -6.30384 0.12954 -4.53463 0.165 0.015 -0.082
F -4.35855 -0.47271 -5.28368 -0.105 -0.063 0.162
H -1.40179 3.62120 2.90268 0.035 -0.102 -0.017
H -2.81880 2.66770 3.32776 -0.170 0.007 0.200
H -2.68042 4.35791 3.84042 -0.104 -0.079 0.199
H -2.47146 4.53452 1.05007 0.015 -0.033 -0.105
H -3.87604 4.93055 1.99205 -0.120 -0.064 0.031
H -3.40851 4.14794 -1.01508 -0.151 -0.039 -0.065
H -3.00006 2.79213 -1.99276 0.033 -0.104 -0.064
H -1.27139 4.69420 -0.95193 0.083 0.034 0.107
H -0.87705 3.32714 0.03008 0.000 -0.158 0.129
H -1.03880 2.44246 -2.74174 0.002 -0.016 -0.131
H -0.13107 3.92768 -2.68892 -0.076 0.047 -0.138
H 0.66000 1.25123 -1.68657 -0.073 -0.075 0.174
H 1.11047 2.58822 -0.64120 0.024 0.034 0.053
H 1.71997 2.32790 -3.61757 -0.083 -0.089 -0.013
H 2.16375 3.69258 -2.64265 -0.002 0.053 -0.020
H 3.91913 2.62170 -1.60222 -0.031 0.018 0.102
H 3.90761 1.79908 -3.14062 0.155 0.045 -0.015
H 2.60165 0.63040 -0.63522 -0.105 0.076 0.028
H 4.24080 0.36047 -1.14560 -0.127 -0.086 0.054
H 3.61505 -1.23290 -2.62715 0.048 -0.044 -0.089
H 2.53247 -0.13009 -3.43859 -0.107 0.023 -0.015
H 0.87681 -0.78188 -1.42604 -0.045 0.117 0.010
H 1.09743 -1.87884 -2.76861 -0.001 -0.008 -0.050
H 2.58620 -2.00504 -0.12932 0.341 -0.061 -0.004
H 2.87056 -3.06444 -1.50599 0.150 -0.077 -0.040
H 0.19024 -3.46467 -1.17562 -0.040 -0.008 -0.055
H 0.59308 -2.98929 0.45627 -0.020 -0.012 0.040
H 2.62653 -4.79939 -0.12771 0.243 0.013 0.021
H 1.25268 -5.47085 -1.00255 0.195 -0.063 -0.067
H 1.66327 -3.97225 2.44489 0.067 0.058 0.035
H 0.50533 -5.65302 4.24653 0.012 0.010 0.048
H -0.46489 -7.72023 2.81756 -0.062 -0.110 -0.079
H 0.15025 -7.21335 0.23018 0.055 0.071 -0.162
H -1.71679 1.75149 1.33690 -0.204 0.183 0.227
H -1.57359 1.10517 -1.14384 0.081 0.136 -0.179
H -1.02737 0.06281 -0.04601 0.060 -0.199 0.030
H -3.87309 0.88382 2.29265 0.020 0.232 -0.021
H -5.37493 0.12278 1.00271 -0.153 -0.074 -0.014
H -3.51755 -1.48068 -0.43315 0.067 0.109 0.042
H -4.95318 -0.97685 -1.30341 -0.027 0.084 -0.122
H -5.34730 -2.02233 1.48838 -0.023 0.021 0.067
H -6.44066 -2.06638 0.09639 -0.099 0.023 0.040
H -4.13575 -3.65572 0.36335 0.169 -0.080 0.139
H -5.49333 2.00267 0.16059 0.002 0.056 0.035
C 8.48172 0.36477 -1.66996 -0.066 -0.085 0.104
C 9.33942 1.13602 -2.35781 -0.068 -0.036 -0.003
C 9.04265 1.62282 -3.76149 -0.197 -0.071 -0.083
O 9.88439 2.32857 -4.27797 0.119 0.072 -0.031
C 7.79931 1.22359 -4.38887 0.048 0.080 -0.086
C 6.94979 0.45063 -3.70107 0.061 0.027 0.009
C 7.23964 -0.01366 -2.29145 0.166 0.027 0.116
O 6.37607 -0.69638 -1.75790 -0.053 -0.157 -0.029
O 5.78959 0.02437 -4.17523 -0.070 0.052 -0.157
O 10.49931 1.54325 -1.89126 0.075 -0.030 0.169
H 8.68569 0.01498 -0.66788 0.023 0.010 -0.002
H 7.60053 1.56139 -5.39596 -0.017 -0.011 0.001
H 5.38810 -0.51629 -3.46960 -0.019 -0.056 0.108
H 10.90668 2.08523 -2.59449 0.031 0.064 -0.103
C -6.95182 4.71679 3.85718 0.099 -0.048 -0.057
C -8.23175 5.08658 4.02442 0.083 -0.006 0.030
C -8.77039 5.54681 5.36483 0.153 -0.006 0.155
O -9.94105 5.86664 5.38721 -0.139 0.022 -0.023
C -7.87615 5.57116 6.50216 -0.123 0.039 0.051
C -6.59997 5.19906 6.33179 -0.053 0.014 -0.035
C -6.06146 4.75621 4.99110 -0.086 -0.029 -0.191
O -4.88010 4.44761 4.94530 0.028 -0.007 0.062
O -5.70236 5.18389 7.30072 -0.039 0.051 0.171
O -9.13001 5.08923 3.06423 0.021 -0.049 -0.186
H -6.55840 4.39340 2.90303 -0.017 0.016 -0.008
H -8.26869 5.89096 7.45686 0.025 0.003 0.008
H -4.86534 4.88388 6.90379 0.101 -0.043 -0.078
H -9.96156 5.41046 3.46662 -0.091 0.043 0.081
C 8.04092 -5.46097 0.04424 0.084 -0.082 -0.061
C 7.25838 -4.37203 0.02024 0.088 -0.026 0.050
C 6.04808 -4.23432 0.91958 -0.057 -0.005 0.118
O 5.41650 -3.19469 0.83390 -0.084 0.034 -0.107
C 5.71970 -5.31669 1.82069 -0.096 0.054 0.006
C 6.49970 -6.40873 1.83594 -0.027 0.153 -0.069
C 7.71749 -6.54264 0.94736 0.016 0.178 -0.092
O 8.35623 -7.57014 1.06093 0.057 -0.144 0.013
O 6.29604 -7.45074 2.61298 -0.141 -0.093 0.171
O 7.49264 -3.33361 -0.76466 -0.087 0.079 -0.100
H 8.91166 -5.56613 -0.58721 0.002 0.028 -0.007
H 4.85542 -5.21348 2.46356 0.013 -0.005 -0.026
H 7.01611 -8.08191 2.41817 0.096 -0.057 -0.040
H 6.78147 -2.67279 -0.63403 0.022 0.003 0.080


70
Properties=species:S:1:pos:R:3:forces:R:3 method="wB97M-V/def2-TZVPD" de_lowest_kj_mol=0.27 lumo_energy_ha="-0.006 / -0.006"
Rh -0.73654 -0.33510 -0.21522 0.031 -0.048 0.043
C 2.41692 -1.10549 1.87378 0.007 0.027 -0.006
C 1.11804 -0.66214 2.43837 0.048 0.033 0.018
N 0.02350 -0.35116 1.77122 -0.068 -0.061 -0.109
C -0.92825 0.02398 2.68826 -0.010 0.038 0.007
C -0.39342 -0.04938 3.93974 0.013 -0.017 0.012
N 0.89409 -0.48325 3.75761 -0.049 -0.031 -0.017
C -0.88626 0.22167 5.31537 0.015 0.001 -0.006
O -2.12162 0.64041 5.42399 -0.004 -0.002 -0.005
O -0.13346 0.05094 6.24854 -0.008 0.001 0.000
C -2.28630 0.42672 2.21465 0.036 0.022 0.000
O -3.11956 0.79598 3.06025 -0.001 -0.004 -0.012
O -2.44725 0.37765 0.96294 -0.003 -0.007 0.047
H 2.26205 -1.57099 0.90381 -0.003 -0.007 0.004
H 2.90016 -1.82376 2.53524 0.001 -0.006 0.001
H 3.08532 -0.25231 1.74333 0.005 -0.003 -0.001
H 1.52872 -0.64446 4.52548 0.000 0.006 -0.002
H -2.57477 0.71578 4.51173 0.001 0.002 0.002
C -2.37342 4.14379 0.89961 -0.013 0.015 -0.021
C -0.98305 4.47420 0.36329 0.016 0.004 0.005
N -0.72858 3.96431 -0.98372 -0.045 -0.005 0.016
C -0.76975 4.92985 -2.07625 0.005 0.003 -0.018
C -2.17904 5.37719 -2.43958 0.003 0.007 0.002
C -0.58733 2.63485 -1.18793 0.066 -0.045 0.019
C -0.51509 2.11881 -2.59610 -0.045 -0.005 0.030
N -0.50138 1.77733 -0.22264 -0.002 0.043 -0.069
H -2.47629 4.51508 1.91941 0.004 -0.008 0.008
H -2.57282 3.07262 0.90871 0.016 -0.033 0.012
H -3.14293 4.61439 0.28819 0.003 0.010 0.004
H -0.20652 4.10467 1.04087 -0.004 0.002 -0.003
H -0.84682 5.55497 0.31956 0.001 -0.004 -0.005
H -0.27495 4.50259 -2.94455 -0.001 0.008 0.004
H -0.17065 5.79267 -1.77536 0.002 -0.006 -0.003
H -2.79863 4.52490 -2.72140 -0.001 -0.002 0.001
H -2.14743 6.07346 -3.27814 -0.001 0.004 -0.005
H -2.66096 5.88331 -1.60305 -0.001 -0.001 -0.001
H 0.40663 2.43839 -3.08346 0.019 -0.004 0.008
H -1.35842 2.47008 -3.19041 0.002 0.002 -0.001
H -0.52546 1.03156 -2.56939 -0.002 0.027 -0.010
H -0.55710 2.18173 0.70300 -0.015 0.038 0.007
C -1.12055 -3.45872 1.58936 -0.004 0.004 -0.003
C -0.62584 -4.25025 0.37613 -0.005 -0.030 0.012
C -1.71011 -4.33744 -0.70039 -0.002 -0.003 0.002
C 0.71966 -3.80764 -0.17838 0.004 0.026 -0.027
C 1.80392 -4.65497 0.02259 -0.010 0.017 0.007
C 3.04904 -4.38575 -0.51931 0.008 -0.005 0.016
C 3.21235 -3.26914 -1.32025 0.013 0.015 -0.009
C 2.16951 -2.37989 -1.55427 0.029 -0.016 0.019
C 2.44699 -1.20426 -2.47736 -0.025 -0.009 -0.015
C 1.44886 -1.09592 -3.63145 -0.013 0.011 -0.006
C 2.61101 0.12336 -1.73374 -0.008 0.009 0.031
C 0.92726 -2.62679 -0.92796 -0.016 -0.017 0.028
N -0.10928 -1.70170 -1.05385 -0.002 0.034 0.021
H -1.93501 -4.00114 2.07310 -0.002 -0.006 0.000
H -1.49952 -2.48166 1.29486 -0.008 -0.007 0.008
H -0.32682 -3.31615 2.32671 0.002 -0.002 0.002
H -0.44983 -5.27135 0.72836 -0.002 0.001 -0.011
H -1.99301 -3.34883 -1.05764 0.003 0.009 -0.002
H -2.59929 -4.81896 -0.28908 -0.005 0.004 0.000
H -1.36892 -4.92528 -1.55413 0.003 -0.006 0.003
H 1.65837 -5.55456 0.60942 -0.003 -0.002 -0.004
H 3.87810 -5.05941 -0.34546 0.001 -0.004 -0.001
H 4.17335 -3.07859 -1.78431 -0.001 0.001 -0.007
H 3.41912 -1.42639 -2.92800 -0.005 0.003 -0.007
H 0.44044 -0.89358 -3.27415 0.033 -0.021 -0.012
H 1.42018 -2.02402 -4.20424 -0.006 -0.002 -0.001
H 1.74761 -0.29080 -4.30675 0.006 0.000 -0.007
H 1.68700 0.42553 -1.24047 -0.006 -0.003 0.011
H 2.90143 0.91013 -2.43448 0.006 0.001 -0.007
H 3.39262 0.04833 -0.97460 -0.001 0.003 0.001


17
Properties=species:S:1:pos:R:3:forces:R:3 method="wB97M-V/def2-TZVPD" de_lowest_kj_mol=120.54 lumo_energy_ha=0.028
C 1.38235 -1.64558 -0.68861 -2.181 -0.454 0.600
C 0.36938 0.89070 -0.02256 -1.589 -0.575 -0.212
C 1.48943 1.81080 -0.28266 1.025 2.203 0.552
C -0.93977 1.18696 -0.17245 1.745 0.735 -0.651
C -2.06220 0.32010 0.23388 -0.038 -0.293 1.329
H 1.96710 -1.09304 -1.36684 0.989 0.607 -0.564
H 0.49206 -2.01201 -1.21568 0.084 0.384 -0.106
H 1.81927 -2.55906 -0.33898 0.810 -0.167 0.383
H 1.87185 2.06744 0.74228 0.041 -0.132 -0.866
H 1.23550 2.81620 -0.74686 -0.186 -1.316 0.424
H 2.35429 1.43974 -0.84949 -0.406 -0.343 0.150
H -1.14581 2.14686 -0.63941 -0.114 0.031 0.067
H -1.88179 0.09460 1.28960 -0.245 0.092 0.284
H -3.03138 0.76566 0.18331 -0.492 0.642 -0.275
H -1.27920 -1.30172 -0.13055 -1.107 -0.098 -0.678
O -2.12896 -0.89416 -0.44780 1.349 -1.179 -0.071
S 0.82467 -0.66183 0.76559 0.318 -0.138 -0.368


18
Properties=species:S:1:pos:R:3:forces:R:3 method="wB97M-V/def2-TZVPD" de_lowest_kj_mol=29.75 lumo_energy_ha=-0.045
C 2.45769 0.96004 1.30624 0.425 -1.374 -0.269
C -2.46674 2.27469 1.08137 -1.107 0.234 -0.708
C -0.13531 -2.16553 -0.96298 1.409 -1.015 -0.760
C 1.09635 -1.68663 -0.74283 0.599 0.683 0.573
C -1.26364 -1.28615 -1.04639 0.897 -0.190 1.219
C 1.26099 -0.20249 -0.55224 1.102 1.708 2.253
C -1.21456 -0.10916 -0.41113 -0.150 -0.708 -1.506
C 0.00394 0.51505 -0.03673 0.641 -0.409 0.119
N 2.28771 0.09680 0.50494 -0.775 -1.432 -1.991
N -3.59362 2.25123 0.78999 1.204 -0.162 0.517
N 0.16312 1.50213 0.75753 0.005 -0.494 -1.161
S 3.02767 1.71451 2.51904 0.518 1.611 1.520
S -0.80871 2.61129 1.40324 -0.498 0.543 0.742
H -0.48202 -3.20117 -1.10580 1.173 0.231 0.165
H 2.10069 -2.08000 -0.52934 -0.924 -1.056 -0.462
H -2.09143 -1.87325 -1.35875 -1.398 0.674 -0.161
H 1.75128 0.31077 -1.39233 -0.832 -0.254 -0.479
H -2.09340 0.36788 -0.22382 -2.289 1.410 0.389